1.
26
Properties=species:S:1:pos:R:3:forces:R:3 method="wB97M-V/def2-TZVPD" homo_lumo_gap_ev="7.027 / 5.304" total_charge=+3 multiplicity=3 e_homo_ev="-18.71 / -18.70" e_above_lowest_kj_mol=77.9
O -2.295045 1.034953 0.297500 -0.885 0.920 1.895
C -1.798569 0.550229 -0.647894 0.806 -1.150 -1.650
C -2.441265 0.898018 -2.017027 -0.692 0.079 -0.723
C -1.813218 0.658209 -3.149429 0.938 -0.757 1.670
I -2.617285 1.121585 -5.094187 3.479 -3.133 0.433
C -0.413734 0.019729 -3.031897 -0.880 0.145 0.271
O 0.320698 0.069118 -3.941824 1.496 -0.156 -1.820
C 0.004440 -0.627665 -1.715999 -1.025 0.238 -0.282
F 1.009049 -1.459876 -1.799003 0.373 0.021 -0.492
C -0.616844 -0.406077 -0.568895 -0.865 0.466 0.448
C -0.279119 -1.051984 0.772100 0.153 0.753 0.252
C 1.247069 -1.225846 1.075243 -0.558 0.154 -0.348
C 1.644897 -0.972897 2.552324 0.521 -0.982 -0.116
C 1.702045 0.602933 2.859583 1.094 -0.086 -1.020
O 2.934767 0.874705 3.429114 -1.211 0.399 0.093
H -3.444341 1.333689 -2.080678 0.374 -0.096 0.959
H -0.700609 -0.418817 1.578065 -0.125 -0.244 -0.532
H -0.824409 -2.010689 0.819299 0.329 0.273 0.089
H 1.512582 -2.269720 0.810905 0.220 0.422 0.463
H 1.867577 -0.596504 0.411411 -0.272 -0.207 0.288
H 2.686237 -1.321388 2.673599 -0.482 0.149 0.107
H 1.033810 -1.513558 3.287683 0.055 0.337 -0.285
H 1.624730 1.197630 1.933738 -0.524 0.049 0.517
H 0.877299 0.821556 3.596781 0.295 -0.248 -0.070
H 3.245931 1.751423 3.099667 0.392 -0.320 0.115
Tm -4.466691 2.941241 -5.150180 -3.007 2.975 -0.259

---

2.
22
Properties=species:S:1:pos:R:3:forces:R:3 method="wB97M-V/def2-TZVPD" homo_lumo_gap_ev=8.561 e_homo_ev=-8.82 e_above_lowest_kj_mol=228.0
C 1.332449 -2.620133 1.317109 -0.759 -1.750 4.603
C 1.823698 -2.742701 0.026903 2.099 -0.990 -0.398
C 0.389957 -1.644875 1.391926 -0.520 1.323 1.721
C 1.298860 -1.719192 -0.650885 -0.924 0.025 0.643
C -0.885843 2.736969 -0.898069 -0.588 -1.714 2.170
C -0.567464 1.802613 -1.933871 0.387 0.673 -0.512
C -1.140470 2.267360 0.359087 0.741 0.025 -2.686
C -0.366497 0.541964 -1.565325 0.672 -0.871 -0.298
C -1.019848 0.857806 0.836406 1.074 0.861 1.465
C -0.495079 -0.035603 -0.220232 -1.598 -1.346 -1.095
N 0.416161 -1.008222 0.152973 -0.439 -0.029 0.109
F -1.946610 -1.104449 -0.663481 1.754 1.556 0.773
H 1.567423 -3.218486 2.269624 -0.219 0.732 -1.924
H 2.591793 -3.470617 -0.341058 -1.054 0.907 0.376
H -0.249834 -1.257052 2.310961 1.619 -0.995 -2.435
H 1.350810 -1.644565 -1.663816 0.086 0.922 -2.521
H -0.986341 3.715234 -1.246230 -0.492 1.660 0.285
H -0.517901 2.280698 -2.964239 0.177 -1.458 1.216
H -1.649435 2.816851 1.055084 -0.747 2.021 1.666
H -0.043788 -0.202501 -2.229400 0.120 -0.668 -1.231
H -0.356011 0.882463 1.829166 -1.415 -0.298 -2.169
H -2.045738 0.608978 1.098827 0.026 -0.587 0.241

---

3.
25
Properties=species:S:1:pos:R:3:forces:R:3 method="wB97M-V/def2-TZVPD" homo_lumo_gap_ev=8.769 e_homo_ev=-8.60 e_above_lowest_kj_mol=139.6
C 1.862640 -1.476985 -0.281962 -0.587 -0.399 1.190
C 1.605408 -2.328175 0.805187 -0.648 0.656 -0.493
C 1.711095 -0.132271 0.177720 -0.024 -1.128 -1.321
C -0.496696 1.897303 1.105801 -4.749 -1.311 2.889
C 0.456747 2.571429 0.599085 1.739 0.685 -2.529
C -1.171033 0.778989 0.507116 -1.566 -2.849 -0.734
C 1.126193 2.241343 -0.683466 -0.141 -1.745 0.404
C -2.211350 -0.589584 -1.416205 -0.860 1.273 1.237
C -1.445333 0.599928 -0.785328 -1.187 -2.615 0.443
C 1.623946 0.994554 -0.806035 0.711 1.263 0.576
N 1.412469 -0.138217 1.461400 -0.039 -0.081 0.330
N 1.365255 -1.428890 1.797916 -1.328 -0.778 3.137
N -2.597181 -1.629358 -0.517778 0.657 -0.513 -2.034
O -2.664985 -0.527531 -2.559036 1.095 -0.379 1.689
F 2.176930 0.649618 -1.992251 -0.179 -0.241 0.044
H 1.962252 -1.740011 -1.285761 0.438 -0.506 -1.257
H 1.379275 -3.439082 0.964383 0.768 1.992 -0.449
H -1.123257 2.151356 2.037790 1.753 0.260 -1.075
H 0.717194 3.439763 1.068194 0.989 2.245 1.189
H -1.645506 -0.046174 1.129577 0.921 1.334 -0.165
H 1.003871 2.889149 -1.560474 0.432 -0.227 0.445
H -1.196195 1.243320 -1.536656 0.827 1.920 -1.691
H 0.918478 -1.640439 2.755620 1.405 0.430 -2.238
H -1.931421 -1.952170 0.195415 -0.273 0.497 -0.641
H -2.838786 -2.387854 -1.180262 -0.155 0.217 1.053

---

4.
22
Properties=species:S:1:pos:R:3:forces:R:3 method="wB97M-V/def2-TZVPD" homo_lumo_gap_ev=8.511 e_homo_ev=-7.66 smiles=c1ccncc1.c1ccncc1 e_above_lowest_kj_mol=560.7
C -0.241306 1.240168 1.558381 -1.627 -1.951 -1.209
C -1.187909 2.226362 1.486985 -0.543 2.257 -0.178
C -2.375062 1.950907 0.737305 1.915 2.151 1.926
C -2.565199 0.674464 0.263487 -1.322 -0.722 -0.515
C -1.613576 -0.302823 0.454577 -0.556 1.024 1.616
C 0.605426 -0.616018 -1.849354 -0.431 0.844 0.629
C 1.941189 -0.755753 -2.064130 0.630 -0.929 -0.639
C 2.679478 -1.344833 -1.060956 -0.008 0.889 -0.002
C 2.070980 -1.692877 0.135914 -0.140 0.259 0.258
C 0.721516 -1.374636 0.269421 2.006 -2.978 0.758
H 0.728896 1.444118 1.901711 1.230 0.003 0.814
H -0.904604 3.259279 1.982484 -1.026 -2.084 -1.321
H -2.987580 2.862956 0.654726 -0.413 -1.104 -0.386
H -3.484810 0.351292 -0.214501 -0.009 0.391 -0.129
H -1.722255 -1.332018 0.105793 -0.660 0.363 0.727
H -0.027131 -0.233387 -2.607737 -0.654 0.366 -0.758
H 2.361187 -0.567898 -3.042161 0.135 0.191 0.065
H 3.714565 -1.376449 -1.283048 1.050 -0.587 0.413
H 2.587873 -2.083027 1.004612 0.146 -0.272 -0.321
H 0.120305 -1.553856 1.163872 1.399 -1.819 -0.615
N -0.466347 0.003453 1.069547 -2.809 5.948 5.285
N 0.044364 -0.779423 -0.666929 1.686 -2.240 -6.420

---

5.
22
Properties=species:S:1:pos:R:3:forces:R:3 method="wB97M-V/def2-TZVPD" homo_lumo_gap_ev=8.759 e_homo_ev=-8.51 smiles=Cc1cc(N)nc2ccccc12 e_above_lowest_kj_mol=275.1
C 1.701842 -1.103657 1.486523 3.497 -1.785 2.226
C 1.131432 -0.117720 0.550760 -2.879 0.118 1.104
C 1.600944 1.087543 0.162270 -1.751 1.813 -0.476
C 0.671596 2.073607 -0.438828 -1.928 -0.435 -1.628
C -0.978744 0.566822 -0.710479 1.480 -2.473 3.128
C -2.114098 0.051234 -1.268455 -0.359 -0.159 0.288
C -2.525101 -1.203547 -0.966951 -2.963 -1.346 -2.781
C -1.899079 -2.146034 -0.193523 0.396 -0.387 -0.640
C -0.759852 -1.700758 0.402003 -0.076 -1.411 1.691
C -0.289041 -0.394826 0.271340 1.154 1.652 -3.071
H 2.851385 -1.014178 1.800204 -2.287 0.330 -1.111
H 1.645102 -2.153843 1.070766 -0.017 1.214 0.513
H 1.218093 -1.118599 2.530473 0.214 0.151 -1.782
H 2.545064 1.484561 0.457739 0.745 -0.092 0.089
H 2.216967 3.187943 -0.763938 -3.762 2.063 0.222
H 0.969692 3.923685 0.129968 -0.254 2.030 3.051
H -2.684414 0.554670 -1.997072 -0.380 0.977 -0.610
H -3.388877 -1.509183 -1.624887 0.721 0.007 1.042
H -2.082462 -3.234055 -0.296507 -0.386 0.958 0.532
H -0.334795 -2.498373 1.045561 0.492 1.082 -0.487
N 1.057159 3.451443 -0.689757 5.389 -4.535 -2.802
N -0.552812 1.813265 -0.957209 2.955 0.228 1.501